[1]
{
  "formula": "C4H14CsN2SSe4",
  "method": "the ωB97M-V functional and the def2-TZVPD basis",
  "total_charge": -1,
  "spin_multiplicity": 1,
  "relative_energy_kj_mol": 374.1,
  "elements": ["Cs", "N", "C", "C", "N", "H", "H", "H", "H", "H", "H", "H", "H", "Se", "Se", "Se", "Se", "C", "S", "C", "H", "H", "H", "H", "H", "H"],
  "xyz": [[-2.8363, 1.8280, 0.0141], [-1.1239, -1.0604, 1.8602], [-0.4139, -2.2756, 0.4752], [-1.0827, -2.3273, -1.0323], [-0.7353, -1.0190, -1.5240], [-0.1486, -1.0898, 2.3511], [-1.7412, -1.7055, 1.9071], [-0.3278, -3.3772, 1.1097], [0.4662, -2.3547, 0.3706], [-2.2720, -2.4442, -0.8486], [-0.7955, -3.1911, -1.1570], [-1.1781, -1.0281, -2.3900], [0.1595, -1.4724, -1.9210], [-4.3232, -0.8330, -0.0454], [-5.6736, 1.1356, 1.0639], [-6.0844, 3.1779, -0.4061], [-4.3007, 4.1521, 0.1952], [3.7169, 2.5549, -0.9750], [2.1688, 1.2765, 0.1205], [3.6262, 0.7734, 0.8547], [4.5270, 1.4664, -1.2331], [4.3343, 3.2278, -0.5091], [2.8028, 3.5787, -1.5800], [4.3064, 1.0689, 1.4102], [4.1372, -0.2603, 0.4571], [2.7918, 0.1984, 1.4320]],
  "atomic_forces_ev_per_a": [[3.498, -2.038, -0.428], [9.877, 4.000, -4.500], [-13.147, -1.460, 3.841], [-7.321, 7.943, 9.185], [3.597, -2.918, -1.479], [-3.086, -0.658, -0.214], [-5.276, -5.690, 2.140], [-1.688, 2.410, -1.481], [12.633, 1.323, -1.580], [2.555, 0.503, -0.547], [3.736, -8.592, -3.688], [-1.719, 1.017, -2.149], [-0.132, 2.408, 0.481], [-1.860, 0.331, 0.694], [-0.361, -1.306, -1.119], [-2.444, -2.977, -0.108], [1.181, 5.735, 0.972], [-4.411, -2.329, -2.757], [2.861, 4.865, -3.421], [-6.634, -10.399, -3.097], [-2.914, 3.610, -0.346], [1.079, 1.276, 2.401], [3.120, -3.573, 0.535], [5.570, 4.539, 5.338], [-1.106, 2.385, -0.183], [2.393, -0.406, 1.510]]
}

---

[2]
{
  "formula": "C11H21BO2",
  "method": "the ωB97M-V functional and the def2-TZVPD basis",
  "spin_multiplicity": 1,
  "relative_energy_kj_mol": 157.6,
  "smiles": "CC(=O)B(CC(C)C)C(=O)C(C)(C)C",
  "elements": ["C", "C", "O", "B", "C", "C", "C", "C", "C", "O", "C", "C", "C", "C", "H", "H", "H", "H", "H", "H", "H", "H", "H", "H", "H", "H", "H", "H", "H", "H", "H", "H", "H", "H", "H"],
  "xyz": [[0.8202, -2.4503, 1.9284], [-0.3702, -1.7362, 1.2778], [-1.5476, -1.9161, 1.5233], [0.2408, -0.5102, 0.2774], [0.6433, -0.7836, -1.3231], [-0.0938, -1.9198, -1.9901], [-1.5957, -1.6058, -1.9712], [0.5039, -1.9755, -3.3987], [0.7309, 0.7687, 1.0509], [1.8259, 0.6497, 1.5852], [0.0005, 2.0939, 1.1642], [-0.3227, 2.4853, 2.6537], [-1.2763, 1.9190, 0.2243], [1.0305, 3.1089, 0.7202], [1.5860, -1.6403, 2.0980], [1.0290, -3.1380, 1.2345], [0.4769, -2.6332, 2.9578], [1.6219, -0.9914, -1.3219], [0.5589, 0.2266, -1.6564], [0.2402, -2.7446, -1.3224], [-1.8161, -0.6327, -2.5000], [-1.8282, -1.4354, -0.8926], [-2.2680, -2.4312, -2.3518], [0.0445, -1.2414, -3.9943], [0.3143, -2.9958, -3.8407], [1.6112, -1.8351, -3.4171], [0.5151, 2.3835, 3.3822], [-0.6220, 3.5989, 2.7425], [-1.1210, 1.8757, 3.1239], [-1.9915, 2.7529, 0.4545], [-1.1671, 1.9744, -0.7765], [-1.8854, 0.9934, 0.4481], [0.9977, 4.0448, 1.3068], [1.0530, 3.0873, -0.3740], [2.0605, 2.6537, 0.9770]],
  "atomic_forces_ev_per_a": [[-1.877, 4.927, 3.200], [0.328, 2.164, -0.712], [0.742, -0.265, -0.062], [-0.220, -1.953, -0.660], [-3.752, 1.416, 3.753], [0.667, 1.171, -0.235], [-0.520, -0.270, 0.583], [0.726, -2.946, 0.369], [0.413, -0.097, 0.903], [-0.025, -0.695, -0.145], [-1.050, -0.332, 0.097], [-0.815, 0.536, 0.751], [-1.640, 0.902, 4.945], [2.271, -0.817, -0.049], [-0.232, -1.058, -0.739], [1.526, -3.321, -1.855], [0.235, -1.233, -0.500], [4.049, -0.678, 0.113], [-0.337, 0.667, -1.395], [-0.821, -0.248, -0.868], [0.293, -1.092, 0.308], [-0.362, -0.194, -0.785], [0.786, 0.952, 0.290], [-0.524, 0.981, -0.918], [0.093, 1.041, 0.092], [-0.825, -0.044, 0.138], [-0.072, -0.084, -1.050], [0.238, -1.796, -0.450], [0.141, 0.311, -0.522], [0.489, -0.591, -0.090], [1.175, 0.066, -3.371], [0.849, 0.650, 0.039], [-0.322, -0.107, -1.121], [-0.100, 1.115, 0.067], [-1.532, 0.923, -0.120]]
}